(1)
Computed, not measured: 11 unconnected molecules or ions with the total composition C25H72N2O11, with ωB97M-V/def2-TZVPD.

```
110
C25H72N2O11 ωB97M-V/def2-TZVPD
C 0.39244 2.28606 3.73758
O 0.22114 1.55784 4.94937
H 0.85563 1.68529 2.95488
H -0.51369 2.72559 3.32062
H 1.12259 3.08507 3.86638
H 0.33233 2.20532 5.64938
C -0.73295 3.06389 -3.81524
O 0.36023 2.18083 -3.62131
H -0.47830 3.82148 -4.55640
H -1.54343 2.42545 -4.16682
H -0.99811 3.58330 -2.89436
H 0.19925 1.52472 -2.93925
C 0.60663 3.71532 -0.10801
O -0.49532 2.96667 0.30246
H 0.74980 4.54303 0.58663
H 1.48065 3.06405 -0.10174
H 0.41324 3.99779 -1.14285
H -1.27847 3.51631 0.22396
C 1.75280 -1.89307 3.92151
O 2.61224 -2.68576 3.63164
N 1.91226 -0.61445 3.85485
N 0.51116 -2.22169 4.17272
H 1.12882 -0.11939 4.25640
H 2.75619 -0.26122 3.42694
H 0.34487 -3.21790 4.17083
H -0.15396 -1.47194 4.29757
C 1.38683 -0.01425 0.13282
C 0.07167 -0.42613 -0.55310
C -1.10769 -0.74293 0.31792
O -0.38965 0.65323 -1.36082
H 1.21137 0.68312 0.95195
H 2.16222 0.40672 -0.50721
H 1.68401 -0.89633 0.70004
H 0.25444 -1.33567 -1.12530
H -1.90843 -1.30472 -0.16303
H -1.55624 0.18277 0.67846
H -0.74965 -1.35935 1.14251
H -0.35146 1.38471 -0.74027
C 3.92252 -4.06677 -0.33030
C 2.62172 -4.88455 -0.30845
C 1.46545 -4.30918 0.54202
O 1.99672 -4.95223 -1.58663
H 4.40030 -4.13382 0.64711
H 3.75793 -3.01727 -0.57434
H 4.61905 -4.42268 -1.08943
H 2.89356 -5.90183 -0.02677
H 0.64895 -5.01906 0.67432
H 1.02059 -3.41248 0.11059
H 1.74471 -4.05672 1.56495
H 2.16808 -4.09461 -1.98250
C -3.04669 -5.65748 -0.05467
C -2.97718 -4.17283 -0.46591
C -1.98821 -4.08019 -1.66821
O -4.32687 -3.84213 -0.91585
H -2.14623 -5.91578 0.50261
H -3.16654 -6.41999 -0.82429
H -3.76047 -5.89017 0.73555
H -2.81347 -3.55818 0.41925
H -1.91671 -3.07328 -2.07947
H -2.36627 -4.68451 -2.49282
H -0.98212 -4.40351 -1.40113
H -4.90955 -4.14430 -0.21530
C -4.80884 3.93172 -0.72276
C -3.88216 4.36487 0.42117
C -3.57767 3.31846 1.45867
O -2.59855 4.53277 -0.16691
H -5.80173 3.71940 -0.32629
H -4.32892 2.99246 -0.99767
H -4.96683 4.71102 -1.46829
H -4.33605 5.20449 0.94762
H -2.71800 3.54881 2.08798
H -3.35536 2.38973 0.93318
H -4.46949 3.11539 2.05156
H -2.68424 5.02809 -0.98479
C 2.97833 4.71589 -2.89424
C 3.65092 3.44074 -2.43721
C 4.22318 2.71365 -3.67203
O 4.69328 3.80531 -1.56019
H 3.69155 5.37137 -3.39401
H 2.70941 5.21188 -1.96162
H 2.11378 4.49041 -3.51858
H 2.93186 2.80604 -1.91932
H 4.56013 1.69231 -3.49470
H 4.91714 3.34762 -4.22395
H 3.41257 2.40144 -4.33048
H 4.30375 4.04659 -0.71660
C 2.94474 -1.00929 -4.22156
C 2.40355 -2.17102 -3.40278
C 1.33378 -2.95104 -4.15977
O 3.39873 -3.12486 -3.35161
H 3.29381 -1.34369 -5.19850
H 3.77114 -0.53205 -3.69487
H 2.18580 -0.25832 -4.44104
H 2.09488 -1.85124 -2.40752
H 1.55492 -3.10632 -5.21574
H 0.35949 -2.46237 -4.16593
H 1.09964 -3.91672 -3.71171
H 4.20830 -2.69801 -3.06180
C -2.99545 1.04959 5.83121
C -2.86329 -0.04145 4.74105
C -3.24937 0.48336 3.36141
O -1.59492 -0.60141 4.58368
H -3.99932 1.47151 5.87951
H -2.38823 1.93522 5.64402
H -2.66075 0.54692 6.73863
H -3.54583 -0.85949 4.97136
H -3.13432 -0.35380 2.67292
H -2.65015 1.32835 3.02227
H -4.28863 0.78902 3.24059
H -1.06136 0.19640 4.60362
```

Properties
highest occupied orbital energy (alpha / beta)	0.3 / -7.0	eV
charge	-1
LUMO (alpha / beta)	2.215 / 2.186	eV
calculated total energy	-1932.74626	hartree
2S+1	2
gap between HOMO and LUMO (alpha / beta)	1.962 / 9.234	eV
expectation value of S²	0.750

(2)
Computed, not measured: 11 unconnected molecules or ions with the total composition C25H72N4O11, with ωB97M-V/def2-TZVPD.

```
112
C25H72N4O11 ωB97M-V/def2-TZVPD
C 3.15794 -0.55353 -1.15315
O 2.18694 -0.61253 -0.08815
H 3.23494 -1.49353 -1.70115
H 4.11994 -0.34953 -0.69415
H 2.90294 0.15347 -1.94915
H 2.63694 -1.07753 0.57485
C -1.08106 4.17147 -2.06015
O -0.28006 5.10047 -1.53615
H -1.60706 3.67647 -1.22415
H -0.49306 3.38547 -2.60015
H -1.82106 4.58047 -2.76215
H 0.54494 4.79347 -1.21815
C -0.78106 0.53747 -0.88715
O -2.06506 0.94247 -1.19315
N 0.12594 1.18447 -0.14515
N -0.24406 -0.57553 -1.33515
H -0.10006 1.94647 0.48885
H 0.96994 0.68847 0.10985
H -0.87106 -1.22753 -1.81915
H 0.60694 -0.99353 -1.01715
C 2.71794 3.79247 -1.25715
O 3.70894 4.38747 -1.96015
N 2.14594 4.29347 -0.20615
N 2.13194 2.64447 -1.61915
H 2.59094 5.12447 0.09585
H 1.46194 3.88747 0.43885
H 2.49594 2.12647 -2.37815
H 1.35694 2.17847 -1.15315
C 0.18594 4.99447 3.31685
C -0.11506 3.69947 2.56185
C -1.46706 3.73647 1.85485
O 0.72694 3.19047 1.78885
H 0.36194 5.89247 2.66885
H 1.10994 4.85547 3.85485
H -0.57306 5.26247 3.97485
H -0.11206 2.85047 3.30885
H -2.27806 4.01047 2.57585
H -1.84306 2.79347 1.41785
H -1.44506 4.48847 1.07485
H 1.01394 2.37947 2.21185
C -0.05306 -0.92353 -4.76315
C 0.27694 0.49647 -4.52015
C -1.01306 1.33847 -4.57815
O 0.93794 0.81047 -3.51515
H -0.71206 -1.34153 -4.01515
H 0.78094 -1.54653 -5.12915
H -0.70106 -0.80753 -5.69815
H 0.85694 0.83347 -5.40215
H -0.87806 2.39447 -4.43515
H -1.75206 0.99147 -3.82615
H -1.55806 1.33147 -5.47315
H 0.43494 0.67847 -2.71915
C -0.25306 -4.05753 -1.28815
C 1.25294 -4.06653 -1.62415
C 1.52494 -3.27853 -2.87215
O 2.03494 -3.63153 -0.76315
H -0.54606 -4.91853 -0.66115
H -0.96306 -4.10553 -2.07015
H -0.51206 -3.17653 -0.62715
H 1.50994 -5.09953 -1.75915
H 1.39694 -2.21253 -2.68615
H 0.76894 -3.51853 -3.61515
H 2.52194 -3.38853 -3.22015
H 1.64494 -3.72153 0.10485
C -3.42406 -2.52253 -2.97015
C -3.72106 -3.98453 -2.67515
C -3.75806 -4.43653 -1.15015
O -4.86106 -4.41153 -3.11015
H -3.41406 -2.25753 -4.06615
H -2.42706 -2.30853 -2.56615
H -4.10506 -1.93053 -2.46015
H -3.00506 -4.61853 -3.17115
H -4.42606 -3.85453 -0.50315
H -2.84306 -4.24653 -0.66115
H -4.02506 -5.43553 -0.86615
H -5.00106 -5.29753 -2.83415
C 0.64394 -1.13753 4.16485
C 0.31694 -0.33553 2.93485
C -1.08106 0.22847 3.10685
O 1.01994 0.67947 2.88285
H 0.09194 -2.04453 4.25585
H 0.47294 -0.58853 5.08785
H 1.69394 -1.41553 4.12885
H 0.48494 -1.01253 2.09785
H -1.41806 0.89147 2.27185
H -1.17906 0.80647 3.99185
H -1.82806 -0.57353 3.25985
H 1.92894 0.53947 3.02285
C -2.30306 -1.80853 1.02585
C -2.41106 -2.88153 2.08785
C -3.88606 -3.15353 2.43285
O -1.84706 -3.95053 1.85485
H -1.26106 -1.55653 0.97685
H -2.80406 -0.93053 1.33585
H -2.52606 -2.03853 -0.05715
H -1.87906 -2.57053 3.01285
H -4.13306 -3.78553 3.25485
H -4.38906 -3.46153 1.60385
H -4.40406 -2.20553 2.68885
H -1.88806 -4.51053 2.62085
C 3.89794 1.59547 1.75785
C 4.04294 1.47147 3.25085
C 3.58994 2.69447 4.03785
O 3.47594 0.43947 3.70285
H 4.29794 2.60547 1.46085
H 2.81594 1.60647 1.50085
H 4.39094 0.88847 1.17885
H 5.05994 1.18247 3.52885
H 2.56194 3.00047 3.75085
H 4.28194 3.50447 3.82485
H 3.43994 2.57947 5.14085
H 3.41894 0.60547 4.64985
```

Properties
highest occupied orbital energy	-8.9	eV
charge	0
LUMO	-0.108	eV
SMILES string	NC(N)=O.NC(N)=O.CC(C)O.CC(C)O.CC(C)O.CC(C)O.CC(C)O.CC(C)O.CC(C)O.CO.CO
calculated total energy	-2042.04351	hartree
2S+1	1
gap between HOMO and LUMO	8.763	eV

(3)
Computed, not measured: 10 unconnected molecules or ions with the total composition C25H73N11O13, with ωB97M-V/def2-TZVPD.

```
122
C25H73N11O13 ωB97M-V/def2-TZVPD
C 2.09829 3.02090 1.67910
O 0.93656 3.55369 2.28872
C -0.20674 3.47127 1.49359
C -1.15363 4.59301 1.89031
N -1.57707 4.31649 3.28779
C -2.35763 5.38808 3.94689
C -3.50862 5.86042 3.11481
O -3.22479 6.68961 1.98345
C -2.52190 7.86470 2.30856
H 2.39008 3.61127 0.79614
H 1.83821 2.04978 1.23887
H 2.94707 2.96825 2.35197
H -0.74420 2.51926 1.41097
H 0.06516 3.67488 0.44062
H -2.02668 4.55682 1.24549
H -0.60268 5.53923 1.89130
H -0.72744 4.16352 3.81777
H -1.66531 6.17644 4.26571
H -2.78694 4.93434 4.84433
H -4.29158 6.35551 3.70312
H -4.00964 4.98300 2.69447
H -2.26021 8.36861 1.37506
H -1.52439 7.62448 2.69747
H -3.07753 8.52434 2.97691
C -3.00707 -2.94119 -2.92307
O -1.85947 -3.76696 -2.91612
C -1.30312 -3.89706 -1.62992
C 0.05495 -4.55478 -1.72845
N 1.10410 -3.66364 -2.29974
C 2.12372 -4.36511 -3.08374
C 2.97564 -5.38394 -2.32686
O 2.27398 -6.59645 -2.07870
C 2.18196 -7.43320 -3.21299
H -2.68339 -1.94025 -2.61456
H -3.86942 -3.32628 -2.37919
H -3.28839 -2.81992 -3.97194
H -1.95386 -4.47433 -0.96088
H -1.22133 -2.89174 -1.18466
H -0.02948 -5.47902 -2.29109
H 0.31514 -4.73046 -0.67738
H 1.60918 -3.28511 -1.50224
H 2.79698 -3.58017 -3.45441
H 1.69799 -4.76833 -4.00438
H 3.13638 -4.99212 -1.32156
H 3.88923 -5.57194 -2.89917
H 1.79949 -8.39551 -2.87311
H 3.17179 -7.62823 -3.64705
H 1.51672 -7.04457 -3.98985
C 5.20086 -1.84539 -3.07262
O 4.82518 -0.58640 -2.65347
C 3.43972 -0.43865 -2.56383
C 3.00748 0.98243 -2.19940
N 4.00790 1.73071 -1.43598
C 4.31448 3.06188 -1.96785
C 5.14677 3.78068 -0.93256
O 6.51230 3.35772 -1.08501
C 7.18463 2.93412 0.09634
H 6.27476 -1.95631 -3.20044
H 4.74476 -2.10408 -4.04376
H 4.86433 -2.65728 -2.40423
H 3.02154 -1.08826 -1.77493
H 2.92531 -0.75271 -3.48144
H 2.07561 0.97022 -1.63178
H 2.81422 1.57552 -3.10515
H 4.86562 1.19579 -1.39260
H 3.35087 3.57746 -2.01857
H 4.84287 2.93786 -2.91641
H 4.71600 3.56298 0.04567
H 5.17303 4.86106 -1.11382
H 8.11021 3.50666 0.18279
H 7.44144 1.87699 -0.01411
H 6.57575 3.07173 0.98980
C -5.98696 -0.42390 1.12461
O -6.34248 -0.23358 -0.03221
N -6.86238 -0.56942 2.17241
N -4.65303 -0.42582 1.49653
H -6.64640 -0.43214 3.14053
H -7.82290 -0.70071 1.91271
H -3.90468 -0.18887 0.85769
H -4.47677 -0.89470 2.36715
C -0.53724 -1.93758 3.66048
O -0.82883 -2.89273 2.93853
N -1.14722 -1.77442 4.88616
N 0.42130 -1.01483 3.32583
H -0.91086 -1.06084 5.54745
H -2.04497 -2.22433 4.89129
H 1.00729 -1.18387 2.49957
H 0.55630 -0.23564 3.94192
C 2.38733 -2.91494 1.16783
O 1.95200 -1.79229 0.90973
N 3.69783 -3.21952 0.84403
N 1.67162 -3.93484 1.72107
H 4.16456 -2.57839 0.23092
H 4.13420 -4.05157 1.19136
H 0.67881 -3.75155 1.86442
H 2.02027 -4.86190 1.55714
C -3.54321 1.42216 4.62096
O -3.52145 2.26970 5.50122
N -3.84233 0.10127 4.90849
N -3.24847 1.67503 3.31210
H -4.06249 -0.13216 5.85759
H -3.63080 -0.62120 4.24970
H -3.39702 0.98960 2.58492
H -2.81078 2.59810 3.25113
C -5.63128 0.15602 -3.23285
O -6.68949 0.85229 -3.87583
H -5.03828 -0.47683 -3.89693
H -4.89169 0.87194 -2.84335
H -5.96537 -0.43837 -2.38120
H -6.85923 1.62378 -3.33013
C -0.18579 -0.94732 -4.34710
O -0.26741 -1.17261 -2.96144
H 0.77691 -1.27022 -4.76873
H -0.94243 -1.38609 -5.00720
H -0.22712 0.13927 -4.44182
H -0.10978 -2.11745 -2.78320
C -0.65434 -0.03624 0.15758
O -1.67391 0.66221 -0.55302
H -0.50449 0.52625 1.08153
H -0.99304 -1.03796 0.44822
H 0.27588 -0.08262 -0.40462
H -1.76507 0.29744 -1.44221
```

Properties
highest occupied orbital energy	-8.5	eV
charge	0
LUMO	0.311	eV
SMILES string	COCCNCCOC.COCCNCCOC.COCCNCCOC.NC(N)=O.NC(N)=O.NC(N)=O.NC(N)=O.CO.CO.CO
calculated total energy	-2576.71898	hartree
2S+1	1
gap between HOMO and LUMO	8.843	eV

(4)
Computed, not measured: 9 unconnected molecules or ions with the total composition C25H74N8O9, with ωB97M-V/def2-TZVPD.

```
116
C25H74N8O9 ωB97M-V/def2-TZVPD
C -2.52583 1.71389 1.52973
C -1.30951 2.58784 1.12632
C -1.86388 4.02086 1.02859
O -2.81991 4.13129 0.02316
C -3.48613 5.41453 0.08479
N -0.22656 2.39591 2.14938
H -3.35896 2.24652 1.11710
H -2.65325 1.71631 2.66567
H -2.49048 0.71751 1.17394
H -0.99086 2.36634 0.12755
H -1.00806 4.71657 0.74895
H -2.30506 4.20001 2.04504
H -3.89399 5.63111 -0.92263
H -2.80010 6.22938 0.37100
H -4.24798 5.40737 0.83098
H -0.70449 2.52296 3.02980
H 0.49756 3.17459 2.01627
C 4.48800 1.94251 4.03643
C 3.70757 1.23717 2.96378
C 4.23661 1.49040 1.55047
O 3.90163 2.80428 1.11549
C 4.74298 3.15454 -0.08399
N 3.66197 -0.17583 3.36889
H 4.53366 3.02291 3.90774
H 5.51660 1.55330 4.12621
H 4.02954 1.89477 5.04493
H 2.58693 1.48255 2.94536
H 3.89568 0.68470 0.86007
H 5.32625 1.31421 1.69444
H 4.44414 2.56158 -0.95694
H 5.83008 3.02662 -0.01643
H 4.58560 4.13114 -0.47969
H 4.59443 -0.55661 3.47261
H 3.09049 -0.70837 2.68701
C 1.42259 -3.69498 -3.01923
C 0.34229 -2.79913 -2.30988
C -1.03283 -3.49451 -2.19451
O -1.60675 -3.77796 -3.45063
C -2.70031 -4.65437 -3.35698
N 0.73188 -2.42150 -0.98414
H 1.74384 -4.54862 -2.39066
H 2.28668 -3.03267 -3.13745
H 1.04387 -4.06467 -3.95870
H 0.27970 -1.94541 -3.01969
H -1.71653 -2.77737 -1.68655
H -0.86531 -4.38550 -1.61696
H -2.52047 -5.52807 -2.72966
H -3.04109 -5.11305 -4.27486
H -3.58858 -4.14753 -3.01502
H 1.73894 -2.21430 -0.98355
H 0.29342 -1.54161 -0.77709
C 0.41960 -5.54492 1.51557
C 0.90419 -4.58626 2.61715
C 2.26868 -4.88944 3.06125
O 3.09570 -4.79439 1.91591
C 4.46256 -4.89910 2.36311
N 0.77520 -3.20147 2.12605
H 0.41163 -6.57112 1.87558
H 1.10614 -5.52453 0.64706
H -0.57170 -5.26740 1.18692
H 0.16413 -4.78874 3.42349
H 2.19338 -5.94184 3.45765
H 2.66172 -4.15170 3.80055
H 4.57524 -5.61736 3.20659
H 4.85947 -3.91168 2.62707
H 4.93706 -5.25646 1.45390
H -0.16029 -3.10908 1.69276
H 1.40299 -3.11440 1.34418
C -0.36912 4.55742 -3.11481
C 0.65023 3.87372 -2.28982
C 1.16727 2.62701 -3.01064
O 2.14302 1.86211 -2.30700
C 1.50736 1.22058 -1.25764
N 1.73481 4.72578 -1.91818
H -0.76743 5.44407 -2.57342
H -1.19053 3.85848 -3.46370
H 0.05792 5.02057 -4.02757
H 0.13531 3.56313 -1.38038
H 1.65006 2.97014 -3.96668
H 0.32499 1.99902 -3.20785
H 2.14826 0.50925 -0.82665
H 0.66743 0.65899 -1.65317
H 1.33526 1.91317 -0.48047
H 2.54659 4.35873 -1.47056
H 2.09896 5.44984 -2.57186
C -2.86284 0.39200 -2.71011
C -4.17374 1.02115 -3.01252
C -4.97983 0.19752 -4.02698
O -4.49868 0.36167 -5.32072
C -5.09572 1.34250 -6.10495
N -5.08659 1.25878 -1.85635
H -2.40101 0.20041 -3.67035
H -2.92831 -0.56599 -2.26331
H -2.24471 1.07857 -2.12857
H -3.97383 2.01823 -3.44277
H -6.01673 0.47284 -4.03825
H -5.00472 -0.88725 -3.80897
H -6.21056 1.34847 -6.19041
H -4.54139 1.28898 -7.04159
H -4.93064 2.24953 -5.58296
H -5.23559 0.36747 -1.35468
H -4.53139 1.88012 -1.27224
C -0.37161 -1.41714 5.04238
O -1.34137 -1.17995 4.30778
N 0.86112 -1.82620 4.66557
N -0.42488 -1.04432 6.38228
H 0.92806 -2.13768 3.71807
H 1.64539 -1.21733 4.92710
H 0.18532 -1.51303 7.04046
H -1.29304 -0.68717 6.71354
O -1.65952 -1.83421 1.63833
H -1.22339 -1.60425 2.52583
H -2.34251 -1.18074 1.56388
O 0.51952 -0.10542 1.20294
H -0.31538 -0.47482 1.44692
H 0.40649 0.84355 1.37981
```

Properties
highest occupied orbital energy	-8.7	eV
charge	0
LUMO	0.699	eV
SMILES string	COC[C@H](C)N.COC[C@H](C)N.COC[C@H](C)N.COC[C@H](C)N.COC[C@H](C)N.COC[C@H](C)N.NC(N)=O.O.O
calculated total energy	-2111.98503	hartree
2S+1	1
gap between HOMO and LUMO	9.429	eV

What is the 2S+1 in the second record? 1